(1)
A molecular structure, C39H25Br3F4N2OPPdS in a non-equilibrium geometry. Source: OMol25; level of theory: ωB97M-V with the def2-TZVPD basis set.

Values from the calculation:
energy above the lowest of the compared OMol25 structures with the same formula, charge and spin	0.0	kcal/mol
gap between HOMO and LUMO (alpha / beta)	3.67 / 3.68	eV

Structure (ORCA input):
```
! RIJCOSX wB97M-V def2-TZVPD def2/J DEFGRID3
* xyz 3 1
Pd -0.7741 0.9041 -0.1019
Br -6.6704 5.3777 -0.2804
Br -0.5867 0.8791 2.4669
Br -1.0571 6.1315 -0.4295
S -1.8101 -2.3007 0.3686
P 1.7040 1.1962 -0.1148
F 3.5028 1.1233 5.6074
F 5.2931 1.4801 3.5567
F 4.3924 1.5896 1.0077
F 0.8562 0.8599 5.0310
O -1.1081 3.1605 -0.1636
N -3.1627 1.3911 -0.2541
N -1.0354 -1.2698 -0.6178
C -2.6515 -4.8743 -0.1889
C 1.7378 1.0376 4.0604
C -4.9394 4.6394 -0.3098
C 1.6677 -4.3173 2.5437
C -2.2755 3.6034 -0.2532
C -0.1474 -2.7476 2.5185
C 3.0964 1.1750 4.3608
C -3.2687 -5.8289 -0.9804
C 0.3384 -4.0816 0.5506
C 3.3790 5.0445 -1.9159
C 4.0939 -2.2251 -2.0431
C -5.5017 0.9326 -0.3126
C 4.0065 1.3583 3.3144
C 2.1853 1.2394 1.6774
C -0.4106 -3.1248 1.2141
C 2.8197 -2.4389 -1.5360
C 1.2978 1.0634 2.7400
C 3.5328 1.3960 2.0025
C -3.4307 2.7115 -0.2701
C -4.1641 0.5295 -0.2669
C 2.7192 -0.1327 -0.8500
C 2.9328 5.0514 -0.5975
C 0.9053 -3.3566 3.1886
C -5.7976 2.2780 -0.3262
C 2.3918 3.9087 -0.0392
C -3.7327 -5.4922 -2.2452
C -2.4936 -3.5877 -0.6933
C -3.5884 -4.1989 -2.7288
C -2.9853 -3.2303 -1.9451
C 2.1380 -1.3975 -0.9360
C -2.5554 5.0080 -0.3387
C 4.6839 -0.9750 -1.9322
C 2.7112 2.7522 -2.1516
C 1.3801 -4.6862 1.2383
C 3.2743 3.8934 -2.6883
C 4.0027 0.0839 -1.3585
C -4.7524 3.2183 -0.3032
C -3.8495 5.4978 -0.3433
C 2.3170 2.7421 -0.8053
H -3.9191 -0.5277 -0.2400
H 4.6155 -3.0281 -2.5409
H 1.0991 -3.1053 4.2186
H -4.2200 -6.2356 -2.8552
H -6.8227 2.6148 -0.3554
H 3.6332 3.8943 -3.7056
H -0.7615 -2.0130 3.0167
H 1.1318 -1.5288 -0.5471
H 4.4729 1.0526 -1.2923
H -4.0081 6.5666 -0.3714
H 3.0142 5.9490 -0.0060
H 2.3672 -3.4125 -1.6198
H 1.9426 -5.4741 0.7596
H -1.0029 -1.5340 -1.6025
H 3.7918 5.9438 -2.3438
H 2.4858 -4.7946 3.0617
H 0.1088 -4.3743 -0.4614
H 2.0394 3.9044 0.9839
H -2.2924 -5.1387 0.7937
H -3.4037 -6.8327 -0.6072
H -3.9700 -3.9412 -3.7039
H 5.6900 -0.8185 -2.2959
H -2.9132 -2.2152 -2.3121
H 2.5928 1.8655 -2.7611
H -6.2858 0.1905 -0.3381
*
```

***

(2)
A molecular structure, C39H26Cl56F2INO5S in a non-equilibrium geometry. Source: OMol25; level of theory: ωB97M-V with the def2-TZVPD basis set.

Values from the calculation:
energy above the lowest of the compared OMol25 structures with the same formula, charge and spin	331.3	kcal/mol
gap between HOMO and LUMO	7.29	eV

Structure (ORCA input):
```
! RIJCOSX wB97M-V def2-TZVPD def2/J DEFGRID3
* xyz 0 1
I -5.6045 -4.6685 2.6415
Cl 0.3235 -12.3536 5.7385
Cl 1.2373 16.1609 -2.0310
Cl -1.7211 -5.4714 -4.9055
Cl -1.9509 -8.7215 -0.3544
Cl 0.6083 11.3219 0.8453
Cl 2.1424 -2.8242 -6.2153
Cl 3.6418 -8.2817 2.2433
Cl 2.0316 7.5570 2.3009
Cl 6.0944 -0.6853 1.1886
Cl -2.2814 -5.9963 0.6097
Cl 9.0524 3.2465 -9.4269
Cl 2.8212 10.9362 2.6944
Cl -4.5377 -7.8332 0.6377
Cl 5.0096 -4.2655 -3.0686
Cl -4.5802 -5.6252 -4.3881
Cl -2.3248 -8.2190 2.4869
Cl 5.2347 -11.0092 -9.6901
Cl 0.4128 5.4142 3.4204
Cl 0.9723 17.3370 0.6171
Cl 3.0673 -9.2195 -10.4419
Cl -1.4041 16.6146 -0.8983
Cl 0.9251 -9.0484 2.9482
Cl 7.3191 2.2249 -7.3250
Cl 2.8646 13.1588 0.8173
Cl 3.0642 -11.9777 -11.3684
Cl 1.4630 1.5295 -8.2681
Cl 5.0682 -0.1209 3.8520
Cl 1.4055 -12.0758 3.0520
Cl 3.3967 3.4215 -9.3387
Cl 5.5251 2.0569 1.9774
Cl 4.9979 -10.0856 -12.4390
Cl 2.5654 -14.0053 4.8951
Cl 5.9017 -5.4012 -0.5429
Cl -0.0824 -14.4676 3.7809
Cl 0.5893 -5.9863 -6.6926
Cl -2.9566 -3.6439 -3.0083
Cl 1.9514 -9.6128 0.2848
Cl -0.5476 -2.5594 -5.1384
Cl 1.5185 -7.5995 -8.9285
Cl 6.5113 2.0055 -10.1115
Cl 6.5557 4.6075 -8.8103
Cl 6.2881 -2.5681 -1.0812
Cl 0.8951 -4.7854 -9.3250
Cl -2.6851 -6.4641 -2.3460
Cl 0.3976 5.9025 0.5521
Cl 0.3109 14.5349 0.1969
Cl 7.7849 0.6459 3.1471
Cl 3.6124 -3.6064 -0.6031
Cl 0.0101 -1.7471 -7.8761
Cl 1.4661 4.2876 -7.3416
Cl 3.6335 2.4979 -6.5898
Cl 3.1951 10.4336 -0.1468
Cl 2.7618 4.7811 1.8245
Cl -1.2454 -6.6948 -8.8368
Cl 1.0533 -0.1852 -5.6540
Cl 1.3821 -6.8707 1.0735
S -3.4881 3.1738 5.4462
F -3.7690 0.3955 -1.0223
F -0.7660 5.0282 6.0019
O 0.9478 -0.7759 0.3507
O -4.7304 -2.4651 4.7260
O -5.0657 -1.5188 -1.9671
O -4.4532 5.1895 2.5183
O -0.3032 -2.8246 -0.3798
N -2.7361 0.0565 4.9786
C -2.7737 -7.6925 0.8450
C 5.2029 -3.9603 -1.3240
C -3.6714 0.5936 3.9185
C 1.7858 -1.5667 4.2073
C 0.6142 -0.8611 1.8009
C -5.8173 1.9149 1.6406
C 1.3290 1.4267 5.4021
C 6.1182 0.4741 2.5413
C -4.4136 6.5741 3.0272
C 4.0910 -10.5730 -10.9849
C 1.9942 -1.1671 2.6313
C 0.2791 16.1618 -0.5288
C -5.2432 2.8340 2.8831
C 2.4898 2.9341 -7.8846
C 0.3002 -1.2403 4.8189
C -1.5140 0.9231 5.1854
C -2.9857 -5.3011 -3.6620
C -2.4336 8.4152 2.4649
C -0.4288 3.5865 5.7546
C 7.3596 3.0211 -8.9184
C 1.9751 -8.4534 1.6374
C -0.0382 -1.5040 -0.4667
C 0.0584 0.3788 5.1524
C -2.8021 6.9749 3.2274
C 0.4394 -6.2665 -8.4457
C -4.8981 -0.5985 -1.0054
C -4.2121 2.1751 3.9862
C -4.6272 -2.8605 3.4283
C -3.7438 -1.8867 2.4453
C -1.6775 2.5624 5.4748
C -4.2380 -0.3014 2.6450
C -5.3039 0.3282 1.5336
C 1.0530 -13.2256 4.3666
C -5.6196 4.4477 3.1028
C 0.6646 -1.8289 -6.2209
C 2.3723 11.4626 1.0526
C -5.9391 -0.5328 0.2724
C 1.1195 3.0484 5.7278
C 1.4010 5.9137 2.0245
H -2.1512 6.1586 2.6527
H -5.7026 4.6625 4.2711
H -5.0406 6.7223 4.0039
H 2.7624 -0.2780 2.4623
H -6.5642 2.3897 0.8642
H -3.8028 -2.1525 1.3051
H 2.6320 -1.0243 4.8166
H 2.4706 1.0790 5.3683
H -6.9398 -0.0199 -0.1038
H -2.6263 8.3324 1.2897
H -2.4671 6.9588 4.3499
H 0.2454 -1.7785 5.8802
H -4.7820 7.2689 2.1294
H -0.6395 -0.9061 -1.2881
H -6.6181 4.7581 2.5642
H -2.5824 -1.8738 2.7196
H -2.5075 -0.9536 4.8523
H 1.9646 -2.7277 4.3410
H -0.2347 -1.6634 2.0014
H 1.9955 3.8002 5.9326
H -6.2669 -1.6138 0.6502
H -0.5734 -1.7041 4.1802
H 0.1418 0.1851 2.1004
H -2.9994 9.3330 2.9449
H 2.5001 -2.1098 2.1042
H -1.2581 8.5711 2.5637
*
```

***

(3)
3 unconnected molecules or ions with the total composition C39H26ClN3O6 in a non-equilibrium geometry. Source: OMol25; level of theory: ωB97M-V with the def2-TZVPD basis set.

Values from the calculation:
gap between HOMO and LUMO	8.21	eV
SMILES	O=C1c2ccccc2C(=O)c2ccccc21.O=C1c2ccccc2C(=O)c2ccccc21.O=NOc1cc2nccnc2cc1CCCCl

Structure (ORCA input):
```
! RIJCOSX wB97M-V def2-TZVPD def2/J DEFGRID3
* xyz 0 1
Cl 1.5119 4.6446 1.1175
O 1.0153 0.6426 4.1992
O 5.4743 -0.5724 1.6250
O -5.1182 1.0542 -5.3036
O 0.3562 -0.8305 2.7694
O 9.3704 -4.0174 2.8604
O -9.2139 -0.5950 -2.2979
N -2.3222 3.1883 -0.1217
N 1.3480 -0.3249 3.6359
N -3.6849 1.5839 1.9049
C -4.2673 2.5486 1.2266
C -6.0547 0.7084 -4.6124
C 7.2308 -3.1877 3.3750
C -6.7444 -0.2650 -1.0275
C -1.7187 2.2109 0.6221
C 0.3703 1.0126 1.0952
C 6.2289 -2.2711 3.0602
C 7.6766 -0.6944 -0.1051
C 7.0646 -4.0440 4.4575
C -7.4212 0.5940 -5.1894
C 5.9094 -3.9754 5.2237
C -0.3140 0.1735 2.0746
C -5.4869 -0.1147 -0.4655
C 2.7112 2.1843 0.9348
C -6.9363 -0.0151 -2.3817
C 7.5671 -1.4814 1.0352
C 6.3542 -1.3727 1.8868
C -2.3651 1.4204 1.5889
C 8.4755 -3.2529 2.5641
C -5.8614 0.3970 -3.1711
C 8.5964 -2.3643 1.3743
C 9.7389 -2.4303 0.5861
C -8.8978 0.8241 -7.0713
C 5.0864 -2.1938 3.8354
C -4.5981 0.5329 -2.6064
C -8.4864 0.1371 -4.4111
C -8.2886 -0.1939 -2.9742
C -9.7500 0.0043 -4.9753
C 4.9211 -3.0434 4.9167
C 8.8107 -0.7766 -0.8965
C -1.6395 0.4030 2.2864
C 2.1747 3.2014 1.9864
C -4.4107 0.2778 -1.2579
C 9.8458 -1.6379 -0.5456
C -3.5855 3.3174 0.2242
C -7.6332 0.9421 -6.5182
C -9.9545 0.3463 -6.3020
C 1.8762 0.8577 0.8062
C -0.3194 1.9646 0.3997
H 2.7590 2.6796 -0.0453
H 4.3191 -1.4706 3.5907
H -7.5784 -0.5734 -0.4105
H -5.3291 2.7353 1.4250
H 10.5427 -3.1036 0.8536
H 2.3541 0.0536 1.3881
H 8.8912 -0.1677 -1.7882
H 3.7506 1.9037 1.1860
H 10.7351 -1.6942 -1.1607
H -4.1699 4.0838 -0.3054
H 6.8749 -0.0201 -0.3769
H 1.9529 0.5418 -0.2527
H -3.7615 0.8424 -3.2195
H -10.9403 0.2463 -6.7386
H 4.0234 -2.9841 5.5192
H 7.8330 -4.7663 4.7005
H 5.7788 -4.6466 6.0632
H -3.4257 0.3886 -0.8196
H 0.2029 2.5619 -0.3518
H 1.4679 2.7793 2.7120
H -5.3412 -0.3045 0.5908
H -6.8116 1.3089 -7.1195
H 3.0407 3.5478 2.5750
H -9.0624 1.1025 -8.1047
H -10.5740 -0.3620 -4.3771
H -2.1740 -0.1999 3.0286
*
```

***

(4)
A molecular structure, C39H26FeN2O2S7 in a non-equilibrium geometry. Source: OMol25; level of theory: ωB97M-V with the def2-TZVPD basis set.

Values from the calculation:
gap between HOMO and LUMO (alpha / beta)	3.20 / 6.29	eV

Structure (ORCA input):
```
! RIJCOSX wB97M-V def2-TZVPD def2/J DEFGRID3
* xyz -2 5
Fe 1.2545 2.4380 0.7322
S 5.0515 3.3816 -0.9980
S 2.2121 0.2341 0.4026
S 2.1212 2.9407 -1.2526
S -0.2307 4.2485 0.4620
S -0.6505 1.0798 0.1431
S 3.2287 3.4459 1.3328
S 0.6785 2.3398 2.8681
O 3.5366 0.3420 -0.2236
O -0.4011 -0.0847 1.0027
N -2.8020 6.0933 2.2397
N -1.2394 4.0041 5.5049
C -5.2198 0.7770 -0.3354
C 1.7641 -3.8166 0.3683
C 2.1579 -2.5325 0.6778
C 0.7283 -1.6081 -1.0495
C -1.9282 5.3390 2.1870
C 0.2143 -5.3180 -0.8236
C 1.9281 -0.5514 4.3927
C 1.4456 -1.9884 -5.2400
C 1.6724 -0.5957 3.0353
C 3.5428 3.2416 -0.3342
C -0.4499 3.6329 3.1106
C -0.8948 3.8410 4.4139
C -1.4205 -4.3908 -2.3146
C -0.1923 0.6777 -1.5468
C -0.8992 4.4126 2.0482
C 3.0349 0.1219 4.8933
C -0.8514 -5.4903 -1.6763
C 1.6350 -1.4433 -0.0027
C -6.7186 0.6676 -0.3647
C 0.9939 -1.0224 -6.1366
C -0.4966 1.7039 -2.4425
C 0.3731 -0.5243 -1.9630
C 2.5693 -0.0102 2.1593
C 0.1941 -2.9175 -1.2667
C 0.2446 0.3331 -4.2783
C -3.0554 -0.2877 -0.2894
C 3.2614 0.2367 6.3729
C -4.5986 2.0145 -0.2343
C -0.3013 1.5385 -3.7868
C 1.2808 -1.8228 -3.8850
C -3.2204 2.1077 -0.1477
C -2.4571 0.9554 -0.1727
C -4.4329 -0.3716 -0.3752
C 0.6259 -0.6896 -3.3669
C 3.9372 0.6791 3.9980
C 3.7178 0.5972 2.6375
C 0.4224 0.1325 -5.6584
C -0.9106 -3.1276 -2.1118
C 0.7371 -4.0337 -0.5704
H 3.9091 -0.5712 6.7199
H 2.3179 0.1797 6.9112
H -2.4382 -1.1743 -0.2867
H 4.8058 1.2060 4.3647
H -2.2773 -4.5274 -2.9614
H 4.4103 1.0260 1.9299
H -5.1964 2.9143 -0.2056
H -7.0807 0.1892 0.5468
H -7.0498 0.0657 -1.2111
H 0.7756 -1.0553 2.6542
H -1.3585 -2.2769 -2.6060
H 0.0940 0.9099 -6.3364
H 1.6476 -2.5808 -3.2083
H -1.2598 -6.4794 -1.8420
H 0.6553 -6.1704 -0.3202
H -7.1760 1.6523 -0.4338
H -4.9051 -1.3416 -0.4655
H 2.9037 -2.3592 1.4397
H -0.8937 2.6294 -2.0516
H 2.2080 -4.6640 0.8749
H -0.5422 2.3244 -4.4876
H -2.7408 3.0690 -0.0389
H 1.9169 -2.8874 -5.6124
H 1.1084 -1.1750 -7.2018
H 3.7391 1.1837 6.6166
H 1.2344 -1.0178 5.0762
*
```

***

(5)
A molecular structure, C39H27F4N7Ti in a non-equilibrium geometry. Source: OMol25; level of theory: ωB97M-V with the def2-TZVPD basis set.

Values from the calculation:
energy above the lowest of the compared OMol25 structures with the same formula, charge and spin	9.7	kcal/mol
gap between HOMO and LUMO	5.54	eV

Structure (ORCA input):
```
! RIJCOSX wB97M-V def2-TZVPD def2/J DEFGRID3
* xyz 2 1
Ti 0.2545 0.7107 -0.9918
F -0.8751 1.4313 2.7590
F -4.3017 -0.2419 6.6454
F -4.5086 -1.2657 4.2292
F -0.6512 2.4603 5.1735
N 1.9053 -0.4146 -0.8019
N -1.1762 2.3591 -1.5249
N -0.5478 3.4030 8.0291
N -4.5152 -2.1991 1.2200
N -3.7744 1.0285 9.3651
N 1.4397 2.1846 -0.4121
N -1.0734 -0.2600 0.2709
C 0.0539 0.3338 -2.9529
C -1.6999 1.0161 3.7422
C 0.3946 -2.9181 -0.8200
C 1.7139 -2.7518 -1.5265
C -2.4271 0.4835 -2.4585
C 2.2454 -3.8218 -2.2323
C -1.5181 -0.1953 -4.6839
C 1.1167 0.1218 -3.8316
C 4.5172 -0.1618 -2.1552
C -3.5776 -0.3566 4.4786
C -4.5807 1.0688 -0.7696
C -2.4147 1.5992 -1.6249
C 3.6939 -1.4339 -2.1137
C -3.4681 0.1608 5.7146
C -2.6875 0.0134 3.4071
C 1.4296 3.4807 0.0015
C -3.7834 -1.4641 1.7106
C -4.6138 -0.0662 -1.5759
C -2.7750 -0.5506 2.1702
C -3.5525 -0.3398 -2.4219
C -2.3209 1.6560 7.3235
C 3.4789 -3.7262 -2.8609
C 2.4625 -1.5775 -1.4769
C -1.2818 0.1845 -3.3662
C -3.4825 1.9139 -0.8010
C 2.9371 2.4435 1.2946
C 2.3357 3.6810 1.0284
C 0.8549 -0.2543 -5.1374
C -1.3189 2.6269 7.6852
C 4.1899 -2.5430 -2.7992
C -1.8402 -0.2937 1.1292
C 5.7707 -0.2065 -1.2810
C -1.5811 1.5482 4.9655
C 0.5261 -3.0913 0.6896
C 2.6402 0.1860 0.1175
C -3.1578 1.2800 8.4314
C -2.4529 1.1542 6.0753
C 2.3728 1.5311 0.4135
C -0.4602 -0.4199 -5.5549
H 3.7092 2.2351 2.0183
H 2.5517 4.6247 1.4999
H 5.5346 -0.3876 -0.2306
H 2.1395 0.2360 -3.4991
H 3.9174 0.7194 -1.9093
H -2.5364 -0.2972 -5.0376
H -0.8820 2.7010 -2.4422
H -0.6641 -0.7115 -6.5763
H 0.9982 -2.2280 1.1687
H 6.3268 0.7272 -1.3489
H 0.7978 4.2139 -0.4755
H -0.2806 -2.0916 -1.0687
H -3.4548 2.8028 -0.1818
H 5.1449 -2.4565 -3.3030
H 1.6789 -4.7429 -2.2858
H 3.4602 -0.3446 0.5940
H 1.6727 -0.4192 -5.8258
H -5.4661 -0.7300 -1.5462
H 6.4342 -1.0128 -1.5929
H 1.1430 -3.9605 0.9173
H 3.8796 -4.5723 -3.4021
H -0.0984 -3.7979 -1.2358
H -1.2968 3.1641 -0.9139
H -3.5759 -1.2206 -3.0509
H -5.4198 1.3020 -0.1280
H 4.8196 -0.0110 -3.1942
H -0.4485 -3.2491 1.1550
*
```